Entry 1:
{"formula": "C4H8O2", "method": "wB97M-V/def2-TZVPD", "symbols": ["C", "O", "C", "C", "C", "O", "H", "H", "H", "H", "H", "H", "H", "H"], "positions_angstrom": [[-1.54172, 0.20158, 1.22545], [-1.03749, 0.34201, -0.08609], [0.17327, -0.33899, -0.30681], [0.61904, -0.05747, -1.73805], [1.26687, 0.12407, 0.64219], [2.27430, -0.50726, 0.84675], [-2.62729, 0.29633, 1.16998], [-1.29034, -0.77411, 1.66434], [-1.15961, 0.98188, 1.89644], [0.03841, -1.42531, -0.15455], [-0.11291, -0.47057, -2.43643], [0.69719, 1.02117, -1.91186], [1.59856, -0.51195, -1.92114], [1.10171, 1.11861, 1.10980]], "mulliken_charge": [-0.750, -0.380, 0.534, -1.405, -0.017, -0.465, 0.256, 0.352, 0.274, 0.234, 0.325, 0.336, 0.394, 0.314], "e_tot_ha": -307.65402, "homo_energy_ev": -9.66, "smiles": "CO[C@@H](C)C=O", "charge": 0, "orbital_gap_ha": 0.389}

Entry 2:
{"formula": "C31H38AsCuN2P2S4", "method": "wB97M-V/def2-TZVPD", "symbols": ["Cu", "C", "C", "P", "C", "C", "C", "C", "C", "C", "C", "C", "C", "C", "C", "C", "C", "P", "C", "C", "C", "C", "C", "C", "C", "C", "C", "C", "C", "C", "H", "H", "H", "H", "H", "H", "H", "H", "H", "H", "H", "H", "H", "H", "H", "H", "H", "H", "H", "H", "H", "H", "H", "H", "H", "H", "S", "As", "S", "S", "S", "C", "C", "C", "C", "N", "N", "H", "H", "H", "H", "H", "H", "H", "H", "H", "H", "H", "H"], "positions_angstrom": [[-1.12545, -1.59697, 1.22129], [1.76240, 0.26407, 3.07875], [0.39371, 0.92843, 2.88792], [0.25871, 1.63341, 1.17842], [-1.50279, 2.11151, 1.03902], [-1.82488, 3.18168, 0.19595], [-3.14648, 3.49712, -0.06983], [-4.17012, 2.72365, 0.47106], [-3.86403, 1.64758, 1.28782], [-2.53638, 1.35577, 1.58608], [1.03258, 3.27802, 1.52734], [0.47369, 4.22200, 2.39093], [1.11967, 5.42041, 2.64656], [2.34364, 5.69758, 2.04552], [2.91131, 4.77029, 1.18689], [2.25450, 3.57101, 0.92832], [1.90318, -1.18113, 2.56913], [1.11363, -1.68928, 0.97419], [2.32602, -1.16721, -0.29214], [3.33043, -0.23688, -0.04279], [4.18397, 0.18042, -1.05802], [4.04007, -0.32618, -2.34009], [3.03915, -1.25540, -2.60056], [2.19095, -1.66772, -1.58744], [1.46130, -3.49414, 1.04707], [2.76340, -3.99576, 0.98783], [3.00020, -5.35665, 1.09359], [1.93382, -6.23482, 1.26463], [0.63836, -5.74718, 1.32305], [0.39998, -4.38201, 1.20895], [1.98460, 0.23119, 4.15004], [2.53594, 0.90726, 2.64167], [0.27260, 1.73616, 3.61443], [-0.40991, 0.20674, 3.05729], [-1.03190, 3.76895, -0.25627], [-3.37934, 4.33155, -0.72232], [-5.20360, 2.94724, 0.23397], [-4.63498, 0.99073, 1.67715], [-2.34028, 0.49678, 2.22142], [-0.48472, 4.01321, 2.85279], [0.66956, 6.14406, 3.31592], [2.84788, 6.63557, 2.24584], [3.86199, 4.97986, 0.71088], [2.68923, 2.84645, 0.24757], [1.37863, -1.84442, 3.26441], [2.95917, -1.47121, 2.58284], [3.44997, 0.17508, 0.95098], [4.95963, 0.90679, -0.84286], [4.69819, 0.00423, -3.13509], [2.90503, -1.64546, -3.60181], [1.40303, -2.37857, -1.80061], [3.59632, -3.31485, 0.84508], [4.01531, -5.73432, 1.04280], [2.11960, -7.29929, 1.35303], [-0.21008, -6.40466, 1.46540], [-0.62622, -4.03188, 1.26296], [-5.43679, -1.82542, 2.42567], [-3.60820, -2.80824, 1.95839], [-1.97274, -1.99630, 3.27378], [-2.90358, -2.18280, -0.07504], [-3.56712, -4.93379, 2.07017], [-1.77773, 0.68070, -5.23936], [-2.06354, 0.09943, -3.85770], [-2.87047, -1.19010, -3.98289], [-2.84750, 1.11707, -3.02096], [-0.74723, -0.22927, -3.27577], [-0.77673, -0.73401, -1.94953], [-2.70822, 0.91297, -5.76165], [-1.20407, -0.03194, -5.83479], [-1.19795, 1.60512, -5.15690], [-3.81515, -0.99821, -4.49682], [-3.10233, -1.60183, -2.99880], [-2.30426, -1.93288, -4.54930], [-3.79465, 1.36288, -3.50752], [-2.27437, 2.04040, -2.89899], [-3.08626, 0.73029, -2.02835], [-0.18064, 0.61273, -3.25116], [-0.97436, -1.72693, -1.98214], [-1.51626, -0.31870, -1.38727]], "mulliken_charge": [0.665, -1.059, -0.771, 1.030, 0.459, -0.737, -0.565, -0.519, -0.531, -0.517, -0.020, -0.389, -0.628, -0.419, -0.453, -0.476, -1.363, 1.176, 0.331, -0.121, -0.575, -0.454, -0.647, -0.396, 0.526, -0.346, -0.663, -0.382, -0.750, -0.513, 0.448, 0.300, 0.748, 0.046, 0.427, 0.361, 0.371, 0.268, 0.202, 0.365, 0.381, 0.350, 0.398, 0.361, 0.679, 0.573, 0.138, 0.407, 0.358, 0.399, 0.332, 0.280, 0.375, 0.348, 0.451, 0.119, -0.672, 0.336, -0.671, -0.566, -0.660, -1.961, 1.903, -1.729, -1.733, -0.583, 0.236, 0.382, 0.425, 0.408, 0.448, 0.213, 0.416, 0.466, 0.375, 0.390, 0.310, 0.208, -0.320], "e_tot_ha": -7465.44890, "homo_energy_ev": -1.02, "charge": -2, "orbital_gap_ha": 0.180}

Entry 3:
{"formula": "C25H22N4O4PSSeTa", "method": "wB97M-V/def2-TZVPD", "symbols": ["Ta", "C", "C", "C", "C", "C", "C", "P", "C", "C", "C", "C", "C", "C", "C", "C", "C", "C", "C", "C", "C", "C", "C", "C", "H", "H", "H", "H", "H", "H", "H", "H", "H", "H", "H", "H", "H", "H", "H", "H", "C", "C", "N", "N", "C", "S", "N", "N", "H", "H", "H", "H", "H", "H", "O", "Se", "O", "O", "O"], "positions_angstrom": [[0.33430, -0.06172, -1.03463], [-3.15674, -4.60909, 1.37522], [-2.56158, -4.06384, 2.50249], [-1.90629, -2.84275, 2.42314], [-1.85551, -2.17600, 1.20162], [-2.45867, -2.72248, 0.06640], [-3.10835, -3.93931, 0.15711], [-1.12263, -0.55298, 1.06000], [0.01682, -0.22583, 2.40701], [0.99976, -1.17681, 2.70122], [1.94908, -0.89502, 3.66792], [1.93181, 0.33029, 4.32548], [0.96283, 1.27778, 4.02457], [0.00166, 1.00557, 3.06287], [-2.42627, 0.68457, 1.00336], [-3.53622, 0.80218, 1.80215], [-4.46333, 1.83375, 1.54128], [-4.28414, 2.70473, 0.49550], [-3.15637, 2.58664, -0.35000], [-2.90065, 3.41566, -1.47565], [-1.79434, 3.23999, -2.27132], [-0.86722, 2.22344, -1.96914], [-1.08839, 1.38182, -0.88781], [-2.23535, 1.56529, -0.07370], [-3.66340, -5.56231, 1.44296], [-2.60593, -4.58740, 3.44758], [-1.44584, -2.41886, 3.30613], [-2.42507, -2.19940, -0.88405], [-3.57619, -4.36826, -0.71841], [1.01267, -2.13014, 2.18609], [2.69792, -1.63479, 3.91727], [2.67223, 0.54230, 5.08520], [0.94696, 2.22428, 4.54744], [-0.76134, 1.73966, 2.83525], [-3.71230, 0.11623, 2.62178], [-5.33376, 1.92978, 2.17543], [-5.01368, 3.48190, 0.30615], [-3.60332, 4.20631, -1.70989], [-1.63008, 3.88669, -3.12150], [0.02109, 2.12417, -2.59910], [5.35819, 0.84467, -4.26378], [4.89391, 0.85207, -2.86013], [5.61617, 0.62872, -1.80698], [4.74800, 0.70799, -0.76397], [3.51543, 0.98634, -1.14048], [2.15939, 1.27148, -0.10480], [3.58245, 1.09556, -2.48099], [2.46813, 1.30256, -3.28647], [6.43178, 0.67798, -4.27494], [5.14396, 1.79398, -4.75586], [4.87041, 0.04521, -4.82374], [5.07842, 0.56718, 0.18011], [2.64498, 2.08760, -3.90507], [2.30040, 0.45291, -3.81904], [-0.31900, -1.14531, -2.56453], [0.94745, -2.30631, -2.19182], [0.89607, -3.72955, -2.85156], [0.66646, -2.07552, -0.53025], [2.14320, -1.19361, -2.34911]], "mulliken_charge": [1.721, -0.538, -0.723, -0.429, 1.042, -0.637, -0.794, 1.017, 0.332, -0.376, -0.864, -0.506, -0.797, -0.395, 0.212, -0.371, -0.960, -0.776, 0.492, -0.613, -1.285, -0.728, 0.721, 0.675, 0.426, 0.451, 0.454, 0.364, 0.448, 0.514, 0.472, 0.455, 0.465, 0.417, 0.570, 0.468, 0.456, 0.455, 0.445, 0.481, -1.236, 0.919, -0.760, 0.308, 0.408, -0.287, 0.380, -0.740, 0.357, 0.342, 0.324, 0.175, 0.292, 0.254, -0.765, 0.861, -0.583, -0.492, -0.518], "e_tot_ha": -4683.25994, "homo_energy_ev": -14.33, "charge": 2, "orbital_gap_ha": 0.253}

Entry 4:
{"formula": "C6H7N2OS", "method": "wB97M-V/def2-TZVPD", "symbols": ["C", "C", "C", "C", "C", "C", "N", "N", "O", "S", "H", "H", "H", "H", "H", "H", "H"], "positions_angstrom": [[2.10255, 0.03491, 0.28836], [1.63358, 0.21617, -0.87783], [1.20982, -0.03468, 1.73554], [0.31733, 0.57075, -1.45664], [-0.87731, -0.26697, -1.10945], [-1.75555, 0.21414, 0.05594], [-1.05244, 0.47391, 1.21696], [-0.09975, -0.25266, 1.68516], [1.98079, 0.16900, 2.63034], [0.29947, -1.99881, 1.64418], [3.01866, -0.16196, 0.69960], [0.14553, 1.65132, -1.15021], [0.09457, 0.45048, -2.55671], [-1.74055, -0.37142, -1.91378], [-0.55020, -1.34200, -0.89280], [-2.17920, 1.13656, -0.27198], [-2.54731, -0.48873, 0.27331]], "mulliken_charge": [-0.466, -0.348, 0.332, -0.091, -0.528, -0.744, -0.704, 0.481, -0.622, -0.507, 0.394, 0.237, 0.199, 0.336, 0.258, 0.401, 0.370], "e_tot_ha": -815.55991, "homo_energy_ev": [-2.97, -3.56], "charge": -1, "orbital_gap_ha": [0.232, 0.265]}